*one*
The following is a DFT calculation (ωB97M-V/def2-TZVPD) of a single C4H6OS molecule.

```
12
Properties=species:S:1:pos:R:3
S -2.328 -0.205 -0.272
H 0.546 1.921 0.494
H 0.088 -1.618 -0.965
C 0.314 -1.185 -0.039
C 1.517 -0.181 -0.189
C 0.457 1.016 -0.100
C -0.603 -0.072 0.426
H 0.117 1.447 -1.066
H -0.634 0.033 1.510
H -2.673 1.030 -0.116
O 2.679 -0.147 -0.255
H 0.520 -2.037 0.571
```

Lowest unoccupied orbital energy: 0.8 eV
Frontier orbital gap: 0.3760 Eh
Total charge: 0
Molar mass: 102.158 g mol⁻¹
SMILES: O=C1CC(S)C1

***

*two*
The following is a DFT calculation (ωB97M-V/def2-TZVPD) of C4H6OS as an isolated structure.

```
12
Properties=species:S:1:pos:R:3
O -0.552 1.618 -1.272
S 0.156 -0.021 1.825
H 1.698 0.524 -0.053
H -1.547 1.936 1.307
H 1.580 -1.999 -0.366
H -2.036 0.299 0.873
C -1.153 0.949 0.982
C 0.767 -1.330 -0.739
C 0.745 0.021 0.037
H 0.906 -1.116 -1.801
H -0.204 -1.827 -0.528
C -0.358 0.947 -0.263
```

Lowest unoccupied orbital energy: 0.7 eV
Frontier orbital gap: 0.3634 Eh
Total charge: 0
Molar mass: 102.158 g mol⁻¹

***

*three*
The following is a DFT calculation (ωB97M-V/def2-TZVPD) of a single C4H6OS molecule.

```
12
Properties=species:S:1:pos:R:3
H -1.703 -2.463 0.534
C -0.527 0.587 0.781
H 2.028 -0.012 -1.207
C -0.421 -0.695 0.524
H -0.281 -2.541 1.645
S 0.384 1.590 -0.350
H 0.559 0.084 -2.313
H -1.646 -1.536 2.037
O 0.321 -1.060 -0.571
H -1.131 1.067 1.580
C -1.050 -1.861 1.240
C 0.908 0.042 -1.230
```

Lowest unoccupied orbital energy: 1.0 eV
Frontier orbital gap: 0.3159 Eh
Total charge: 0
Molar mass: 102.158 g mol⁻¹
SMILES: CC1=CSCO1

***

The computed energies, referenced to the most stable structure and given in kcal/mol, are *one* 13.8; *two* 0.0; *three* 5.1.

***

*one*
The following is a DFT calculation (ωB97M-V/def2-TZVPD) of a single C4H6OS molecule.

```
12
Properties=species:S:1:pos:R:3
H -0.461 -0.792 -1.851
C -0.406 0.461 -0.043
O 3.335 -0.839 0.153
S 1.341 1.000 -0.364
C -1.146 -0.053 -1.227
H -0.361 1.235 1.957
H -1.967 -0.654 -1.080
C 2.186 -0.678 0.374
C -0.794 0.528 1.232
H -1.692 0.120 1.654
H -1.455 0.904 -1.813
H 1.421 -1.231 1.008
```

Lowest unoccupied orbital energy: 0.7 eV
Frontier orbital gap: 0.3693 Eh
Total charge: 0
Molar mass: 102.158 g mol⁻¹
SMILES: C=C(C)SC=O

***

*two*
The following is a DFT calculation (ωB97M-V/def2-TZVPD) of a single C4H6OS molecule.

```
12
Properties=species:S:1:pos:R:3
H -0.991 -0.310 -2.010
O 1.754 0.240 -0.332
C 0.795 -0.403 0.409
H -2.079 0.934 -1.344
C -0.771 0.365 0.206
H -0.786 1.407 0.549
H 0.644 -1.134 -1.559
C 1.395 -1.089 -0.714
S -2.241 -0.664 0.274
H 1.044 -0.371 1.516
H 2.089 -1.899 -0.653
C -1.377 0.113 -1.080
```

Lowest unoccupied orbital energy: 0.9 eV
Frontier orbital gap: 0.3569 Eh
Total charge: 0
Molar mass: 102.158 g mol⁻¹
SMILES: C1O[C@H]1[C@H]1CS1

***

The computed energies, referenced to the most stable structure and given in kcal/mol, are *one* 0.0; *two* 30.6.

***

*one*
The following is a DFT calculation (ωB97M-V/def2-TZVPD) of a single C4H6OS molecule.

```
12
Properties=species:S:1:pos:R:3
H 2.351 -1.078 0.118
H 0.999 0.721 -0.379
C -1.507 1.125 0.535
C 0.407 -0.183 -0.088
O -2.316 1.427 1.350
H -0.265 2.166 -1.541
C 1.252 -1.410 -0.146
C -0.844 -0.140 0.344
H 1.002 -2.210 0.738
H -1.274 -1.112 0.748
H 1.259 -1.905 -1.171
S -1.065 2.600 -0.508
```

Lowest unoccupied orbital energy: 0.2 eV
Frontier orbital gap: 0.3623 Eh
Total charge: 0
Molar mass: 102.158 g mol⁻¹
SMILES: C/C=C/C(=O)S

***

*two*
The following is a DFT calculation (ωB97M-V/def2-TZVPD) of a single C4H6OS molecule.

```
12
Properties=species:S:1:pos:R:3
C 0.103 2.573 -0.136
H 0.160 3.619 -0.242
C 0.575 -1.094 -0.064
C -0.391 -0.065 0.527
O 2.013 -0.802 -0.261
H 0.192 -0.958 -1.110
H -0.561 -0.053 1.741
S -2.156 -0.544 -0.067
H -2.230 -0.707 -1.509
H 2.230 -1.187 0.697
C -0.297 1.358 0.019
H 0.361 -2.140 0.405
```

Lowest unoccupied orbital energy: 0.5 eV
Frontier orbital gap: 0.3545 Eh
Total charge: 0
Molar mass: 102.158 g mol⁻¹
SMILES: C#C[C@@H](S)CO

***

The computed energies, referenced to the most stable structure and given in kcal/mol, are *one* 0.0; *two* 75.0.

***

*one*
The following is a DFT calculation (ωB97M-V/def2-TZVPD) of a 2-piece molecular cluster, C4H6OS overall.

```
12
Properties=species:S:1:pos:R:3
H -1.545 1.191 -0.960
H -2.580 0.872 0.488
H -0.626 -1.181 -1.237
H -1.987 -1.602 -0.026
C -1.586 0.520 -0.035
H -0.469 -0.474 1.818
H 1.582 1.355 -0.577
O 4.172 0.364 -0.404
S 3.076 -0.384 0.290
C -1.220 -0.954 -0.292
C -0.526 -0.199 0.800
C 1.709 0.493 0.134
```

Lowest unoccupied orbital energy (spin up / spin down): -0.6 / -0.6 eV
Frontier orbital gap (spin up / spin down): 0.3147 / 0.3147 Eh
Total charge: 0
Molar mass: 102.158 g mol⁻¹

***

*two*
The following is a DFT calculation (ωB97M-V/def2-TZVPD) of a single C4H6OS molecule.

```
12
Properties=species:S:1:pos:R:3
H 0.906 -0.854 1.644
H -0.738 0.810 -1.443
H 0.829 -0.682 -1.499
H -1.875 1.762 -0.393
H -0.851 0.814 1.660
S -2.095 -0.667 0.023
C 0.665 -0.340 0.700
H 2.121 -1.560 -0.450
C -0.685 0.283 0.732
C 1.313 -0.820 -0.539
C -1.265 0.870 -0.496
O 1.674 0.383 0.059
```

Lowest unoccupied orbital energy: 0.9 eV
Frontier orbital gap: 0.3630 Eh
Total charge: 0
Molar mass: 102.158 g mol⁻¹
SMILES: C1O[C@H]1[C@H]1CS1

***

*three*
The following is a DFT calculation (ωB97M-V/def2-TZVPD) of a single C4H6OS molecule.

```
12
Properties=species:S:1:pos:R:3
C 0.600 -0.155 -0.492
C 1.552 -1.099 0.200
O -0.429 -0.024 1.473
H 2.229 -0.388 0.764
C -1.828 0.973 -0.137
C -0.556 0.293 0.308
S 0.831 0.283 -2.077
H 2.355 -1.721 -0.284
H -1.520 2.012 -0.527
H -2.346 1.015 0.754
H 1.031 -1.633 1.052
H -2.275 0.378 -0.902
```

Lowest unoccupied orbital energy: -1.2 eV
Frontier orbital gap: 0.2833 Eh
Total charge: 0
Molar mass: 102.158 g mol⁻¹
SMILES: CC(=O)C(C)=S

***

The computed energies, referenced to the most stable structure and given in kcal/mol, are *one* 117.9; *two* 12.9; *three* 0.0.